A 2-piece molecular cluster, BH3O3 overall in a non-equilibrium geometry, computed with ωB97M-V/def2-TZVPD.

Last column: Mulliken charge in e.
Cartesian coordinates (Å):
B 1.379 0.313 -0.072  0.62
O 0.872 1.393 -0.029  -0.46
O 2.012 -0.861 -0.111  -0.45
O -2.238 0.388 0.119  -0.61
H -1.451 0.784 0.495  0.31
H 1.393 -1.510 -0.328  0.30
H -1.967 -0.507 -0.073  0.29

- structure (SMILES) = O=BO.O
- relative energy (zero: lowest compared OMol25 entry of this formula, charge and spin) (kJ/mol) = 216.9
- HOMO-LUMO gap (eV) = 11.150
- total charge = 0